18
Properties=species:S:1:pos:R:3:mulliken_spin:R:1 method="wB97M-V/def2-TZVPD" spin_multiplicity=2 total_energy_ha=-703.774690 homo_ha="-0.338 / -0.334" homo_lumo_gap_ev="9.9 / 6.7" de_lowest_kcal_mol=0.0
N -1.10 0.04 0.44 0.002
C 0.26 0.53 0.17 0.008
C 1.04 -0.41 -0.75 -0.043
S 0.42 -0.47 -2.48 1.007
C 0.95 0.59 1.62 0.001
N 1.03 -0.66 2.36 0.004
H -1.65 0.26 -0.38 -0.001
H -1.11 -0.95 0.59 0.001
H 0.22 1.59 -0.08 -0.009
H 2.11 -0.20 -0.76 0.003
H 0.87 -1.43 -0.40 0.028
H 1.96 1.01 1.50 0.000
H 0.28 1.30 2.10 0.000
H 1.91 -1.14 2.27 0.000
H 0.35 -1.28 1.95 -0.002
H -1.97 1.02 -2.69 -0.001
H -2.74 -0.37 -2.82 0.000
O -2.84 0.57 -2.65 -0.001

17
Properties=species:S:1:pos:R:3:lowdin_charge:R:1 method="wB97M-V/def2-TZVPD" total_energy_ha=-628.348458 charge=+1 homo_ha=-0.473 homo_lumo_gap_ev=9.2 de_lowest_kcal_mol=18.0
N 0.02 1.03 1.36 0.174
C 0.49 2.06 0.66 -0.155
N 0.67 2.01 -0.64 0.184
H -0.48 0.25 0.84 0.060
H -0.06 1.06 2.35 0.123
H 0.77 2.90 1.28 0.164
H 1.35 2.69 -0.93 0.139
H 0.51 1.13 -1.17 0.066
C -1.66 -1.72 0.22 -0.417
S -0.91 -0.90 -1.21 0.768
C 0.92 -1.18 -1.09 -0.372
H -0.93 -1.85 1.03 0.044
H -1.95 -2.77 -0.05 0.062
H -2.56 -1.23 0.54 0.036
H 1.32 -0.53 -1.89 0.038
H 1.36 -0.68 -0.21 0.026
H 1.16 -2.26 -1.09 0.059

18
Properties=species:S:1:pos:R:3:lowdin_charge:R:1 method="wB97M-V/def2-TZVPD" total_energy_ha=-1026.498962 charge=+1 homo_ha=-0.501 homo_lumo_gap_ev=9.9 de_lowest_kcal_mol=44.6
C 1.68 -1.81 0.05 -0.094
C 1.25 -0.33 -0.31 -0.221
C -0.26 0.17 0.09 -0.836
N -0.30 0.43 1.44 0.024
N -0.57 1.52 -0.76 0.220
S -3.24 -0.01 0.17 0.410
S -1.48 -1.14 -0.27 0.605
H 1.67 -1.76 1.20 0.104
H 0.91 -2.48 -0.18 0.018
H 2.73 -2.04 -0.28 0.104
H 1.31 -0.28 -1.46 0.119
H 2.00 0.40 0.18 0.139
H 0.33 1.16 1.72 0.103
H -1.03 0.23 2.09 0.092
H -0.49 2.24 -0.06 0.152
H 0.20 1.63 -1.47 0.173
H -1.44 1.29 -1.11 0.015
H -3.25 0.77 -1.03 -0.128

17
Properties=species:S:1:pos:R:3:lowdin_charge:R:1 method="wB97M-V/def2-TZVPD" total_energy_ha=-285.094045 homo_ha=-0.318 homo_lumo_gap_ev=9.7 de_lowest_kcal_mol=52.6
C -1.43 1.51 -0.26 -0.119
C -2.23 -0.76 0.44 -0.110
N -2.08 0.18 -0.37 -0.089
H -1.57 1.89 -1.27 0.062
H -0.37 1.47 -0.06 0.025
H -2.06 2.13 0.37 0.074
H -2.69 -1.68 0.07 0.063
H -1.86 -0.71 1.47 0.074
N 1.29 0.16 -1.00 -0.013
C 1.11 -0.39 0.31 -0.391
N 2.17 -1.23 0.84 -0.006
H 1.83 0.99 -1.22 0.067
H 1.32 -0.40 -1.84 0.067
H 0.99 0.40 1.06 0.112
H 0.17 -0.92 0.18 0.072
H 2.44 -1.99 0.23 0.056
H 2.98 -0.66 1.05 0.055

17
Properties=species:S:1:pos:R:3:lowdin_charge:R:1 method="wB97M-V/def2-TZVPD" total_energy_ha=-285.149231 homo_ha=-0.333 homo_lumo_gap_ev=10.0 de_lowest_kcal_mol=17.9
C -1.65 -1.63 0.03 -0.119
C -0.47 -2.03 -0.86 -0.348
N 0.56 -1.00 -1.01 -0.018
H -2.32 -2.51 0.10 0.067
H -2.24 -0.86 -0.46 0.065
H -1.32 -1.47 1.06 0.063
H -0.85 -2.30 -1.84 0.094
H 0.01 -2.90 -0.42 0.092
H 0.20 -0.31 -1.66 0.059
H 0.57 -0.46 -0.14 0.021
N 1.90 2.33 0.04 0.061
C 0.95 2.00 1.00 -0.408
N -0.29 2.11 0.77 0.060
H 2.81 2.54 0.42 0.078
H 1.56 3.07 -0.55 0.088
H 1.38 1.65 1.94 0.113
H -0.80 1.77 1.57 0.034

17
Properties=species:S:1:pos:R:3:lowdin_charge:R:1 method="wB97M-V/def2-TZVPD" total_energy_ha=-285.012937 homo_ha="-0.265 / -0.265" homo_lumo_gap_ev="8.0 / 8.0" de_lowest_kcal_mol=103.5
C -2.11 -1.60 0.53 -0.071
C 1.50 1.96 0.58 -0.099
C 1.63 0.51 0.75 -0.177
N 1.01 0.18 -1.40 0.089
N 1.61 -1.71 -0.07 0.001
N 1.45 -0.37 -0.22 -0.353
H -1.47 -2.28 1.14 0.017
H -1.63 -0.69 0.24 -0.025
H -3.00 -1.27 1.18 0.039
H 0.47 2.06 0.27 0.066
H 2.04 2.26 -0.40 0.088
H 1.80 2.50 1.50 0.094
H 2.00 0.08 1.62 0.092
H 0.80 -0.54 -2.14 0.130
H 1.65 0.95 -1.66 0.094
H -2.52 -2.19 -0.32 0.021
H 1.73 -2.15 0.81 -0.007

17
Properties=species:S:1:pos:R:3:lowdin_charge:R:1 method="wB97M-V/def2-TZVPD" total_energy_ha=-285.031428 homo_ha=-0.326 homo_lumo_gap_ev=10.0 de_lowest_kcal_mol=91.9
C 0.84 -0.70 1.83 -0.130
C 0.79 0.40 -1.16 -0.144
C -0.05 0.36 1.23 -0.210
N -2.11 -0.27 -1.78 -0.011
N -1.51 0.45 -0.73 -0.177
N -0.27 -0.02 -0.36 -0.244
H 1.89 -0.26 1.63 0.091
H 0.69 -0.64 2.90 0.063
H 0.53 -1.56 1.16 0.096
H 0.49 0.33 -2.13 0.039
H 1.12 1.48 -1.16 0.110
H 1.58 -0.24 -1.06 0.059
H -1.17 0.37 1.70 0.144
H 0.37 1.36 1.22 0.080
H -2.25 -1.21 -1.53 0.046
H -1.57 -0.21 -2.66 0.065
H -1.44 1.36 -1.26 0.123

17
Properties=species:S:1:pos:R:3:lowdin_charge:R:1 method="wB97M-V/def2-TZVPD" total_energy_ha=-285.143663 homo_ha=-0.259 homo_lumo_gap_ev=7.9 de_lowest_kcal_mol=21.4
C 0.69 -0.19 0.01 -0.460
C -0.36 -0.94 -0.42 -0.243
C 1.37 -0.51 1.32 -0.065
N 1.14 0.92 -0.67 0.090
N -2.01 1.48 0.84 -0.012
N -0.96 -0.86 -1.66 0.025
H 2.11 1.17 -0.48 0.093
H 0.87 0.95 -1.65 0.073
H -2.11 1.37 -0.18 -0.006
H -1.10 1.89 1.04 -0.004
H -1.35 -1.74 -1.99 0.082
H -0.44 -0.38 -2.38 0.064
H -0.57 -1.88 0.09 0.112
H -1.93 0.47 1.17 0.026
H 2.37 -0.90 1.13 0.075
H 1.46 0.40 1.92 0.074
H 0.81 -1.24 1.90 0.076

17
Properties=species:S:1:pos:R:3:lowdin_charge:R:1 method="wB97M-V/def2-TZVPD" total_energy_ha=-285.127124 homo_ha=-0.323 homo_lumo_gap_ev=9.9 de_lowest_kcal_mol=31.8
C 0.86 -0.08 0.14 -0.523
C -2.30 0.12 0.46 -0.125
C 2.01 0.88 -0.14 -0.065
N -0.23 0.20 -0.78 -0.074
N -1.40 -0.53 -0.47 -0.150
N 1.29 -1.44 -0.13 0.037
H -0.40 1.20 -0.83 0.110
H -1.88 -0.72 -1.35 0.108
H 0.53 0.04 1.20 0.128
H 0.47 -2.02 -0.27 0.056
H 1.82 -1.81 0.65 0.069
H -2.63 1.12 0.12 0.073
H -1.80 0.24 1.42 0.068
H -3.18 -0.51 0.60 0.075
H 2.86 0.62 0.49 0.071
H 1.71 1.91 0.07 0.068
H 2.30 0.79 -1.18 0.076

17
Properties=species:S:1:pos:R:3:lowdin_charge:R:1 method="wB97M-V/def2-TZVPD" total_energy_ha=-284.349154 charge=+2 homo_ha="-0.717 / -0.682" homo_lumo_gap_ev="9.8 / 8.5" de_lowest_kcal_mol=80.6
C 0.21 -1.47 -0.05 -0.020
C 1.57 -1.33 0.30 -0.005
C 0.04 1.57 -1.00 -0.102
N -0.61 -2.34 -0.41 0.263
N -0.85 0.85 -0.19 -0.013
N -1.17 1.53 1.03 0.182
H 1.99 -0.37 -0.05 0.105
H 1.68 -1.34 1.39 0.134
H 2.20 -2.13 -0.11 0.137
H 0.87 2.05 -0.47 0.113
H -0.51 2.38 -1.50 0.138
H 0.40 0.92 -1.80 0.107
H -0.35 -3.34 -0.53 0.193
H -1.59 -2.14 -0.62 0.171
H -1.94 2.20 0.82 0.210
H -0.40 2.09 1.45 0.196
H -1.55 0.87 1.72 0.191

18
Properties=species:S:1:pos:R:3:lowdin_charge:R:1 method="wB97M-V/def2-TZVPD" total_energy_ha=-360.381556 homo_ha=-0.350 homo_lumo_gap_ev=10.5 de_lowest_kcal_mol=35.0
C 1.21 -0.70 1.10 -0.399
C -2.17 -0.66 0.89 -0.088
C -1.16 0.54 -0.95 -0.089
N -0.96 -0.42 0.13 -0.270
N 0.07 0.00 0.96 0.011
N 2.40 0.58 -1.36 0.031
O 2.17 -0.34 1.73 0.001
H 2.72 0.66 -0.41 -0.005
H 0.03 0.93 1.39 0.163
H 1.15 -1.66 0.57 0.139
H 2.89 1.29 -1.90 0.017
H 2.72 -0.32 -1.70 0.019
H -2.58 0.25 1.35 0.083
H -1.96 -1.39 1.67 0.083
H -2.92 -1.08 0.22 0.082
H -0.20 0.69 -1.44 0.057
H -1.86 0.11 -1.66 0.082
H -1.54 1.50 -0.59 0.083

18
Properties=species:S:1:pos:R:3:lowdin_charge:R:1 method="wB97M-V/def2-TZVPD" total_energy_ha=-360.309801 homo_ha=-0.309 homo_lumo_gap_ev=9.1 de_lowest_kcal_mol=80.1
C 1.23 -1.42 -0.58 -0.362
C -1.02 0.77 0.33 -0.323
C -1.33 -0.68 0.65 -0.159
N 0.37 1.09 0.71 -0.197
N 0.70 2.47 0.68 -0.031
N 1.12 -1.62 -1.89 0.167
O 0.85 -2.29 0.25 -0.070
H -0.32 -1.67 0.63 0.116
H 0.56 0.75 1.64 0.110
H 1.68 -0.46 -0.28 0.120
H 0.82 2.75 -0.29 0.061
H -0.05 3.05 1.06 0.062
H 0.61 -2.43 -2.22 0.121
H 1.37 -0.91 -2.55 0.107
H -1.11 0.95 -0.75 0.096
H -1.72 1.47 0.83 0.098
H -2.19 -1.03 0.08 0.042
H -1.58 -0.79 1.71 0.042